1.
This record from the Open Molecules 2025 dataset describes a structure of composition C23H24AlAsFI2N2O5S3. The level of theory is ωB97M-V/def2-TZVPD.

## Properties
* net charge: +1
* orbital gap: 7.371 eV
* strongest force on any atom: 1.23 eV/Å
* HOMO: -10.94 eV
* lowest unoccupied orbital energy: -3.5643 eV

Structure (XYZ):
```
62
Properties=species:S:1:pos:R:3:nbo_charge:R:1
Al 1.253 0.130 0.247 1.702
I 3.225 -1.449 1.514 0.314
C 4.944 -0.140 1.675 -0.692
I 4.979 1.419 0.210 0.205
H 5.829 -0.758 1.547 0.243
H 4.917 0.312 2.661 0.242
O 0.073 -0.919 0.670 -1.053
C -1.000 -1.826 0.841 0.170
C -2.153 -1.419 -0.037 -0.217
C -3.413 -1.938 -0.059 -0.242
C -4.240 -1.315 -1.018 -0.238
C -3.604 -0.324 -1.689 -0.400
S -1.974 -0.128 -1.170 0.436
C -0.489 -3.196 0.470 -0.216
C 0.601 -3.814 1.006 -0.269
C 0.847 -5.086 0.447 -0.248
C -0.056 -5.410 -0.512 -0.408
S -1.228 -4.173 -0.750 0.488
C -1.466 -1.806 2.276 -0.226
C -2.063 -0.764 2.920 -0.233
C -2.452 -1.087 4.237 -0.249
C -2.153 -2.369 4.569 -0.404
S -1.379 -3.205 3.288 0.475
H -3.743 -2.728 0.590 0.241
H -5.264 -1.591 -1.192 0.238
H -3.986 0.304 -2.466 0.246
H 1.194 -3.381 1.797 0.218
H 1.650 -5.724 0.765 0.233
H -0.124 -6.305 -1.100 0.249
H -2.230 0.193 2.458 0.221
H -2.945 -0.401 4.900 0.232
H -2.335 -2.888 5.489 0.246
C 0.682 -0.037 -3.408 -0.927
As 1.981 -0.519 -2.038 0.899
C 3.683 -0.121 -2.929 -0.911
C 1.954 -2.464 -2.156 -0.932
H 1.108 -0.201 -4.400 0.245
H 0.384 1.008 -3.310 0.252
H -0.205 -0.661 -3.294 0.259
H 3.682 -0.583 -3.919 0.245
H 4.523 -0.522 -2.360 0.248
H 3.820 0.956 -3.035 0.246
H 2.159 -2.775 -3.182 0.245
H 0.968 -2.825 -1.868 0.254
H 2.699 -2.911 -1.496 0.246
F -3.709 3.902 -0.147 -0.291
C -2.489 4.450 -0.161 0.222
C -1.482 3.855 0.501 0.032
N -0.217 4.375 0.497 -0.433
C 0.859 3.702 1.178 -0.337
C 1.052 2.297 0.709 0.791
O 0.461 1.831 -0.288 -0.722
O 1.841 1.516 1.336 -0.787
C 0.099 5.529 -0.223 0.792
O 1.227 5.950 -0.277 -0.612
N -0.967 6.120 -0.839 -0.628
C -2.300 5.697 -0.905 0.601
O -3.124 6.321 -1.510 -0.527
H -1.631 2.940 1.052 0.223
H 0.714 3.696 2.264 0.250
H 1.774 4.277 0.962 0.310
H -0.757 6.980 -1.338 0.443
```

---

2.
This record from the Open Molecules 2025 dataset describes a structure of composition C23H24ClFN3O3PbS4Sb. The level of theory is ωB97M-V/def2-TZVPD.

## Properties
* net charge: 0
* orbital gap: 5.498 eV
* strongest force on any atom: 0.46 eV/Å
* HOMO: -6.95 eV
* lowest unoccupied orbital energy: -1.4499 eV

Structure (XYZ):
```
61
Properties=species:S:1:pos:R:3:lowdin_charge:R:1
Pb -1.566 1.777 -4.081 1.066
S 1.545 1.527 0.122 -0.072
Sb 1.038 2.924 -1.588 -0.073
S 1.384 1.623 -3.644 0.369
S -1.317 3.175 -1.842 -0.113
S 2.160 4.823 -1.937 -0.214
C -4.803 0.381 2.735 -0.062
C -4.044 1.439 1.951 -0.184
N -3.375 0.887 0.770 -0.022
C -3.991 0.959 -0.423 0.016
C -3.466 0.543 -1.606 -0.088
C -4.324 0.757 -2.847 -0.629
O -5.538 0.729 -2.703 0.047
O -3.677 0.942 -3.940 -0.258
C -2.163 -0.041 -1.606 -0.356
O -1.441 -0.240 -2.614 -0.159
C -1.651 -0.407 -0.282 -0.054
C -0.524 -1.227 -0.174 0.059
C 0.088 -1.383 1.036 -0.238
F 1.220 -2.123 1.111 0.055
C -0.350 -0.692 2.171 -0.184
C -1.518 0.033 2.092 0.052
C -2.199 0.169 0.874 -0.117
N 0.413 -0.567 3.383 -0.079
C 1.233 -1.687 3.800 -0.162
C 1.677 -1.468 5.235 -0.089
N 2.458 -0.182 5.295 0.054
C 1.633 0.984 4.809 -0.083
C 1.194 0.678 3.397 -0.183
H -5.326 0.838 3.577 0.078
H -4.133 -0.387 3.123 0.068
H -5.543 -0.107 2.099 0.084
H -3.300 1.943 2.568 0.115
H -4.717 2.217 1.598 0.125
H -4.971 1.419 -0.424 0.151
H -0.096 -1.660 -1.065 0.135
H -1.866 0.515 2.993 0.118
H 2.128 -1.825 3.175 0.130
H 0.659 -2.610 3.747 0.147
H 2.331 -2.264 5.586 0.136
H 0.832 -1.347 5.910 0.137
H 3.273 -0.269 4.683 0.181
H 2.807 -0.013 6.236 0.178
H 2.252 1.877 4.862 0.141
H 0.788 1.064 5.491 0.138
H 2.071 0.619 2.736 0.091
H 0.598 1.500 3.010 0.117
Cl 0.169 -1.464 -5.257 0.710
C 1.908 -1.361 -5.306 -0.594
C 2.559 -1.947 -6.380 -0.110
C 3.940 -1.877 -6.459 -0.089
C 4.656 -1.222 -5.470 -0.083
C 3.989 -0.643 -4.403 -0.041
C 2.603 -0.702 -4.292 -0.333
C 1.920 -0.041 -3.128 -0.536
H 1.980 -2.447 -7.143 0.102
H 4.453 -2.331 -7.298 0.103
H 5.736 -1.158 -5.530 0.102
H 4.546 -0.118 -3.635 0.120
H 2.612 0.070 -2.296 0.045
H 1.046 -0.601 -2.801 0.030
```